Here is a structure of composition C19H45AsCl8F6NO4 in a non-equilibrium geometry from OMol25. Energies are from the ωB97M-V functional and the def2-TZVPD basis.

As for the net charge: -1. The spin multiplicity is 1. The calculation puts the HOMO energy at -0.259 hartree.

Each line ends with the Löwdin charge.
Cartesian coordinates (Å):
1 As 0.1694 -0.4283 -0.2978  0.82
2 F -1.5257 0.0601 -0.2212  -0.26
3 F -0.3603 -1.9607 -0.9870  -0.26
4 F 1.8558 -0.9661 -0.3609  -0.26
5 F 0.7066 1.1360 0.3074  -0.26
6 F 0.0147 -1.0196 1.3567  -0.26
7 F 0.3296 0.1845 -1.9247  -0.26
8 Cl -3.9969 -0.6597 -4.4966  0.52
9 C -2.8282 0.5761 -5.1278  -0.64
10 C -1.5124 0.3323 -4.4579  -0.67
11 Cl -0.3139 1.6198 -4.8673  0.55
12 H -3.1935 1.5946 -5.0178  0.07
13 H -2.8014 0.3937 -6.2008  0.06
14 H -1.0627 -0.6178 -4.7348  0.08
15 H -1.6351 0.2953 -3.3774  0.04
16 Cl 0.1874 -0.7860 5.1721  0.56
17 C -0.4641 0.4090 4.0558  -0.67
18 C -1.8562 0.1553 3.5127  -0.69
19 Cl -3.0037 -0.3716 4.7154  0.55
20 H 0.2709 0.4321 3.2530  0.04
21 H -0.4918 1.4100 4.4880  0.07
22 H -1.8690 -0.6348 2.7554  0.04
23 H -2.3152 0.9380 2.9058  0.06
24 Cl -1.6375 -6.0671 1.2965  0.51
25 C -2.3611 -4.7226 0.3448  -0.62
26 C -2.6035 -3.5227 1.2566  -0.69
27 Cl -3.7142 -3.7574 2.6147  0.54
28 H -3.1992 -5.0477 -0.2645  0.07
29 H -1.5849 -4.4145 -0.3559  0.06
30 H -3.1150 -2.7616 0.6653  0.04
31 H -1.6891 -3.0534 1.6096  0.05
32 Cl -1.0096 5.0989 -1.2641  0.54
33 C -1.8380 3.8958 -0.2419  -0.66
34 C -1.8278 4.2636 1.2150  -0.69
35 Cl -0.2507 4.3975 1.9367  0.62
36 H -1.4172 2.9166 -0.4641  0.06
37 H -2.8761 3.8813 -0.5711  0.06
38 H -2.4334 3.5632 1.7884  0.06
39 H -2.2679 5.2563 1.3177  0.07
40 C 1.8210 -3.9553 3.0223  -0.06
41 C 3.2173 -3.5993 2.5214  -0.47
42 C 3.6324 -2.1442 2.8985  -0.05
43 O 4.1868 -4.4186 3.1368  -0.07
44 H 1.7356 -3.5951 4.0561  0.07
45 H 1.6053 -5.0216 3.1019  0.07
46 H 1.0158 -3.4647 2.4749  0.06
47 H 3.2400 -3.7261 1.4386  0.14
48 H 4.3569 -1.7234 2.2041  0.07
49 H 3.9924 -2.1453 3.9272  0.08
50 H 2.7961 -1.4385 2.8752  0.05
51 H 4.0620 -4.4129 4.0894  0.08
52 C 4.4359 0.6365 -2.1485  -0.05
53 C 4.6031 0.4347 -3.6496  -0.47
54 C 3.5737 1.2056 -4.5169  -0.06
55 O 5.8981 0.8716 -4.0826  -0.07
56 H 3.4328 0.2283 -1.9956  0.07
57 H 4.3909 1.6921 -1.8816  0.09
58 H 5.1719 0.0967 -1.5598  0.08
59 H 4.5725 -0.6315 -3.8969  0.13
60 H 3.5045 2.2258 -4.1332  0.08
61 H 2.5434 0.8416 -4.4799  0.04
62 H 3.8161 1.2287 -5.5792  0.07
63 H 6.1637 0.3814 -4.8622  0.07
64 C -5.3393 1.8996 -1.3545  -0.06
65 C -5.1486 1.0907 -0.0786  -0.45
66 C -4.7661 -0.3785 -0.3425  -0.05
67 O -4.0624 1.5815 0.7477  -0.08
68 H -4.5136 2.0983 -2.0391  0.07
69 H -5.7058 2.8654 -0.9983  0.08
70 H -6.0945 1.4019 -1.9675  0.07
71 H -6.0670 1.1282 0.5113  0.14
72 H -4.7996 -1.0663 0.4997  0.07
73 H -3.7541 -0.4186 -0.7530  0.06
74 H -5.4684 -0.6634 -1.1329  0.08
75 H -3.3449 1.0620 0.3646  0.03
76 O 4.6996 3.3108 1.1618  0.01
77 C 3.7787 2.5070 1.2441  -0.60
78 N 2.4919 2.8816 1.3267  0.13
79 C 3.9048 1.0061 1.4750  -0.02
80 H 1.7174 2.2691 1.0571  0.04
81 H 2.2630 3.8631 1.3005  0.05
82 H 4.9590 0.8210 1.6955  0.08
83 H 3.6383 0.4087 0.6071  0.05
84 H 3.3645 0.7470 2.3813  0.07

Here is a structure of composition C19H45Br2N2O4PS from OMol25. Energies are from the ωB97M-V functional and the def2-TZVPD basis.

The spin multiplicity is 1. The calculation puts the HOMO energy at -0.306 hartree.

Each line ends with the Löwdin charge.
Cartesian coordinates (Å):
1 C 6.2336 4.3138 3.4261  -0.17
2 C 5.5255 2.9666 3.2650  -0.56
3 S 3.9993 2.9180 4.2378  0.78
4 C 2.6955 3.1774 2.9830  -0.72
5 P 1.4992 4.3808 3.6997  0.86
6 C 1.7170 5.8573 2.6227  -0.28
7 C -0.2184 3.8667 3.1504  -0.85
8 Br -0.2504 2.0661 2.4168  0.68
9 C -1.3291 4.0782 4.2725  -0.79
10 C -0.8954 4.8404 5.5053  -0.23
11 Br -2.0915 2.3934 4.9297  0.63
12 H 6.5239 4.4093 4.4657  0.06
13 H 5.5293 5.1072 3.1980  0.06
14 H 7.1106 4.3794 2.7905  0.07
15 H 5.3536 2.7225 2.2219  0.07
16 H 6.1717 2.1906 3.6626  0.06
17 H 2.2525 2.2156 2.7662  -0.05
18 H 3.1465 3.5370 2.0637  0.04
19 H 2.5600 6.4447 2.9632  0.03
20 H 0.8124 6.4460 2.7502  0.03
21 H 1.8006 5.6081 1.5695  0.04
22 H -0.5287 4.4972 2.3282  0.04
23 H -2.1566 4.5839 3.7960  0.07
24 H -0.1677 4.2659 6.0610  0.05
25 H -0.5099 5.8249 5.2589  0.07
26 H -1.7683 4.9464 6.1425  0.06
27 C -1.5246 0.9738 -5.7963  -0.12
28 O -0.8300 1.9579 -5.0572  -0.19
29 C -1.6204 2.6516 -4.0987  -0.22
30 C -1.2396 2.2767 -2.6820  -0.22
31 N -1.6187 0.9066 -2.3679  -0.04
32 C -1.0728 0.3826 -1.1141  -0.19
33 C 0.4423 0.3057 -0.9567  -0.23
34 O 1.0761 -0.6620 -1.7770  -0.19
35 C 1.3401 -0.2586 -3.1053  -0.10
36 H -0.8812 0.6727 -6.6216  0.09
37 H -1.7497 0.0861 -5.1945  0.08
38 H -2.4577 1.3695 -6.2072  0.09
39 H -2.6858 2.4767 -4.2748  0.12
40 H -1.4261 3.7189 -4.2376  0.12
41 H -1.7548 2.9512 -1.9908  0.12
42 H -0.1604 2.4516 -2.5751  0.10
43 H -1.3278 0.3049 -3.1268  0.06
44 H -1.4631 -0.6274 -0.9911  0.09
45 H -1.4750 0.9810 -0.2905  0.09
46 H 0.6380 -0.0146 0.0697  0.11
47 H 0.9300 1.2820 -1.0720  0.11
48 H 1.5770 0.8066 -3.1683  0.09
49 H 0.5017 -0.4840 -3.7721  0.07
50 H 2.2015 -0.8273 -3.4571  0.09
51 C -2.5932 -7.5666 0.9391  -0.12
52 O -1.3103 -7.3522 0.3855  -0.19
53 C -1.2036 -7.6405 -1.0029  -0.22
54 C -1.0299 -6.3805 -1.8243  -0.22
55 N -2.2430 -5.5736 -1.8331  -0.05
56 C -2.0874 -4.2323 -2.3904  -0.19
57 C -1.1089 -3.2670 -1.7284  -0.22
58 O -1.5024 -2.8146 -0.4455  -0.20
59 C -1.2075 -3.6943 0.6235  -0.09
60 H -2.4920 -7.5168 2.0219  0.09
61 H -3.3125 -6.8018 0.6259  0.08
62 H -2.9831 -8.5522 0.6694  0.09
63 H -2.0681 -8.2152 -1.3481  0.12
64 H -0.3125 -8.2608 -1.1327  0.12
65 H -0.7881 -6.6641 -2.8533  0.12
66 H -0.1661 -5.8394 -1.4162  0.11
67 H -2.5932 -5.4948 -0.8878  0.07
68 H -3.0736 -3.7618 -2.3722  0.12
69 H -1.8050 -4.3330 -3.4437  0.12
70 H -1.0720 -2.3712 -2.3537  0.10
71 H -0.0848 -3.6549 -1.6951  0.12
72 H -0.2795 -4.2447 0.4526  0.09
73 H -2.0248 -4.3979 0.8042  0.07
74 H -1.0930 -3.0894 1.5234  0.09

Here is a cluster of 3 separate species, C19H45ClN3O2S in total in a non-equilibrium geometry from OMol25. Energies are from the ωB97M-V functional and the def2-TZVPD basis.

As for the net charge: +1. The spin multiplicity is 1. The calculation puts the HOMO energy at -0.384 hartree.

Each line ends with the Löwdin charge.
Cartesian coordinates (Å):
1 C 3.0912 5.3172 0.4362  0.05
2 C 1.8642 4.4930 0.2885  -0.47
3 O 1.1197 4.1044 1.1560  0.12
4 O 1.5812 4.1889 -1.0410  -0.06
5 C 1.2153 2.8698 -1.3176  -0.31
6 S -0.5563 2.4062 -1.0280  1.20
7 C -0.4995 1.4868 0.5567  -0.41
8 N -1.8262 1.1149 0.9351  0.01
9 C -1.4148 3.9943 -0.8377  -0.32
10 C -2.0586 4.2736 0.5243  -0.29
11 C -3.5380 3.8626 0.5821  -0.58
12 Cl -3.9691 3.3772 2.2300  0.63
13 H 2.9071 6.3078 0.0026  0.11
14 H 3.3122 5.4262 1.5001  0.11
15 H 3.9249 4.8639 -0.1032  0.10
16 H 1.3483 2.7206 -2.3917  0.12
17 H 1.8265 2.1366 -0.7818  0.10
18 H 0.0554 0.5876 0.2586  0.10
19 H 0.0988 2.0342 1.2868  0.09
20 H -2.2170 1.7494 1.6231  0.01
21 H -1.8269 0.1959 1.3714  0.07
22 H -0.7003 4.7740 -1.1046  0.10
23 H -2.1788 3.9669 -1.6223  0.10
24 H -1.9895 5.3543 0.6901  0.13
25 H -1.4833 3.8170 1.3294  0.08
26 H -3.7487 3.0163 -0.0758  0.07
27 H -4.1917 4.6889 0.2950  0.08
28 C -4.7616 -0.4743 2.0620  -0.09
29 C -3.9985 -1.3637 1.0920  -0.28
30 N -2.8099 -1.9672 1.6729  -0.22
31 C -1.9546 -2.6086 0.6855  -0.26
32 C -2.4964 -3.8257 -0.0712  -0.07
33 C -3.0208 -2.7096 2.9092  -0.24
34 C -4.0103 -3.8804 2.8809  -0.07
35 H -4.1117 0.2892 2.4949  0.05
36 H -5.5620 0.0303 1.5198  0.08
37 H -5.2243 -1.0261 2.8788  0.07
38 H -3.6548 -0.7515 0.2529  0.10
39 H -4.6991 -2.0936 0.6602  0.11
40 H -1.0208 -2.8834 1.1833  0.11
41 H -1.6861 -1.8420 -0.0548  0.10
42 H -2.5052 -4.7198 0.5491  0.06
43 H -1.8591 -4.0352 -0.9318  0.07
44 H -3.5065 -3.6578 -0.4447  0.07
45 H -3.3478 -2.0001 3.6714  0.10
46 H -2.0439 -3.0620 3.2477  0.12
47 H -4.9198 -3.6315 2.3324  0.07
48 H -4.3034 -4.1350 3.9000  0.08
49 H -3.5820 -4.7763 2.4353  0.06
50 C 4.6976 -3.8441 -2.8061  -0.08
51 C 4.6714 -2.3254 -2.7535  -0.27
52 N 3.3580 -1.7861 -2.4286  -0.20
53 C 3.2583 -0.3595 -2.6338  -0.26
54 C 4.1071 0.5707 -1.7525  -0.09
55 C 2.7465 -2.3000 -1.2150  -0.25
56 C 3.4983 -2.1136 0.1109  -0.08
57 H 3.9585 -4.2203 -3.5136  0.08
58 H 5.6828 -4.1798 -3.1286  0.08
59 H 4.5055 -4.2958 -1.8329  0.07
60 H 4.9391 -1.9356 -3.7388  0.12
61 H 5.4568 -1.9815 -2.0621  0.10
62 H 2.1997 -0.0859 -2.5312  0.10
63 H 3.5121 -0.1619 -3.6794  0.11
64 H 3.7086 0.6433 -0.7377  0.04
65 H 4.1119 1.5766 -2.1832  0.07
66 H 5.1442 0.2467 -1.6825  0.07
67 H 2.5665 -3.3660 -1.3591  0.10
68 H 1.7497 -1.8528 -1.1385  0.10
69 H 4.5618 -2.3299 0.0060  0.07
70 H 3.0990 -2.7989 0.8601  0.07
71 H 3.3992 -1.1044 0.5119  0.05